Density functional theory data (ωB97M-V/def2-TZVPD) for a structure of composition C29H55Br18N3O3.

```
108
Properties=species:S:1:pos:R:3:forces:R:3
C 0.773239 3.292044 -5.931523 0.1 0.4 -0.3
C 2.178574 3.909518 -5.938135 0.3 0.1 -0.3
N 2.966739 3.690791 -6.910682 -0.3 -0.2 0.1
C 2.705587 4.779333 -4.790328 -1.4 -0.3 0.8
C 1.934859 4.427049 -3.498554 2.1 -0.1 -0.1
C 2.465845 3.052049 -3.026322 -1.3 0.6 1.1
C 1.613017 2.899653 -1.736860 0.1 -1.0 -0.4
C 0.140980 2.452893 -2.042856 -0.1 0.8 -0.3
N -0.861058 3.525781 -1.845648 0.0 -0.2 -0.4
C 2.213977 1.833154 -0.778649 0.3 1.0 -0.1
C 2.625946 0.513477 -1.465438 -1.0 -0.3 0.6
O 4.005289 0.183955 -1.201540 -0.4 0.1 -1.0
C 4.845060 0.981289 -1.880932 0.7 1.1 -0.5
O 5.496212 1.848675 -1.362079 -0.5 0.2 -1.0
C 1.738810 4.372378 -1.224503 -0.1 -0.1 -0.3
O 1.442801 4.775904 -0.141356 0.4 -0.1 0.4
N 2.231859 5.228861 -2.285823 -0.7 -0.4 0.1
H 0.060967 3.774033 -5.261289 0.1 -0.2 0.1
H 0.836188 2.218236 -5.721833 -0.1 0.2 0.2
H 0.362515 3.387333 -6.940156 0.0 -0.1 0.1
H 2.482847 3.092957 -7.602112 0.6 0.6 0.5
H 2.588488 5.846026 -5.006179 0.2 -0.1 -0.2
H 3.743590 4.482887 -4.620726 0.0 0.5 -0.3
H 0.856258 4.555851 -3.579288 0.1 -0.5 -0.4
H 3.455533 3.305973 -2.624707 0.2 -0.5 -0.7
H 2.514189 2.219950 -3.730371 -0.3 0.1 0.0
H 0.081623 2.130799 -3.094846 0.2 -0.4 0.3
H -0.111335 1.613792 -1.393184 0.0 0.1 -0.2
H -1.770366 3.110327 -1.645405 0.3 0.1 0.2
H -0.999634 3.943346 -2.761992 -0.1 0.3 0.2
H 1.486210 1.633922 0.012665 0.2 0.0 0.0
H 3.101653 2.271330 -0.304935 -0.1 -0.2 0.0
H 2.041017 -0.285306 -1.003032 0.3 -0.1 -0.1
H 2.386591 0.471088 -2.534534 0.3 0.1 0.1
H 4.983343 0.870808 -2.967693 -0.6 -0.7 -0.1
H 3.224205 5.411977 -2.165591 -0.1 0.2 0.0
Br -2.961850 0.839213 -2.122058 -0.2 -0.2 -0.1
C -3.329751 -0.464448 -0.722437 0.0 0.2 0.0
C -2.315058 -0.354755 0.380001 0.1 -0.2 0.0
Br -0.615711 -1.162221 -0.132696 0.0 0.0 0.0
H -3.352405 -1.442700 -1.192605 0.1 0.0 0.0
H -4.323236 -0.219485 -0.353828 0.0 0.1 0.0
H -2.634528 -0.908353 1.258509 0.0 0.0 0.0
H -2.105954 0.672310 0.659697 0.0 0.0 0.0
Br -3.484522 1.135146 3.248470 -0.2 0.1 0.1
C -5.334019 0.583014 3.500321 0.3 -0.1 0.1
C -5.897998 -0.063257 2.264016 -0.2 0.2 0.0
Br -6.339399 1.257568 0.904064 0.1 -0.1 0.0
H -5.884933 1.466482 3.807098 0.0 0.0 -0.1
H -5.308226 -0.129238 4.323212 0.0 0.0 0.0
H -6.837292 -0.565213 2.488843 0.0 0.0 0.0
H -5.213196 -0.771902 1.805739 0.0 0.0 0.1
Br 8.881928 1.302980 2.792243 -0.1 0.1 0.0
C 7.095001 0.778905 3.365142 0.2 -0.2 0.1
C 6.438681 -0.135934 2.363364 -0.5 0.3 -0.2
Br 5.794727 0.839673 0.791138 1.2 -0.7 2.3
H 6.536101 1.695175 3.528473 0.0 0.0 -0.1
H 7.241266 0.272252 4.317267 0.0 0.0 0.0
H 5.553697 -0.597769 2.800394 0.1 0.0 0.1
H 7.106611 -0.910907 1.999485 0.0 0.0 0.1
Br -1.150685 6.962598 4.437856 0.0 -0.1 0.0
C -0.297155 5.713566 3.207901 0.1 0.2 0.1
C -0.871181 5.814061 1.822289 0.0 -0.2 -0.2
Br -2.610799 4.947929 1.702599 -0.1 0.0 0.0
H -0.407035 4.724076 3.640301 0.0 0.0 0.0
H 0.754422 5.991955 3.203454 0.0 0.0 -0.1
H -0.241619 5.286850 1.110435 0.0 0.0 0.1
H -1.007124 6.838929 1.492268 0.0 0.0 0.1
Br -2.860447 -3.486192 2.540089 -0.1 0.1 -0.1
C -4.720541 -4.023248 2.739543 0.2 -0.2 0.2
C -5.248719 -4.649725 1.477956 -0.2 0.1 -0.1
Br -5.636170 -3.304293 0.123891 0.1 0.0 0.1
H -5.274591 -3.138671 3.038631 0.0 0.0 0.0
H -4.722695 -4.741876 3.557489 0.0 0.0 0.0
H -6.198007 -5.146785 1.666213 0.0 0.0 0.0
H -4.556673 -5.355600 1.030547 0.0 0.0 0.0
Br -0.410814 -2.551072 6.698955 0.0 0.0 0.1
C 0.038025 -4.407703 6.314461 0.0 0.2 -0.1
C -0.947543 -5.026807 5.361227 0.0 -0.2 0.1
Br -2.620142 -5.473487 6.253474 0.0 0.1 -0.1
H 0.091578 -4.919060 7.268999 -0.1 0.0 -0.1
H 1.030645 -4.373931 5.870575 0.0 0.0 0.0
H -0.566829 -5.972447 4.980203 0.0 0.0 0.0
H -1.199046 -4.379321 4.529931 0.0 0.0 0.0
Br -6.363752 -4.455413 -3.231987 0.0 -0.1 -0.2
C -6.503735 -6.344270 -3.672310 -0.2 0.2 -0.1
C -6.848669 -7.165533 -2.458981 0.1 -0.2 0.0
Br -5.305847 -7.406787 -1.294741 -0.1 0.1 0.0
H -5.561835 -6.633412 -4.127480 0.0 -0.1 0.1
H -7.297220 -6.408997 -4.413901 0.0 -0.1 0.0
H -7.146001 -8.170916 -2.749807 0.0 0.0 0.0
H -7.631482 -6.717838 -1.855149 0.0 0.1 0.0
Br 1.637087 1.745763 -9.143823 -0.3 -0.5 -0.7
C 2.116043 -0.062946 -8.604687 0.0 0.2 0.2
C 3.436882 -0.481851 -9.192525 0.0 -0.2 -0.2
Br 3.266184 -0.940640 -11.074802 0.0 0.1 0.0
H 1.294686 -0.707180 -8.901346 0.0 0.0 0.0
H 2.174881 -0.030809 -7.517799 0.0 0.0 0.0
H 3.797904 -1.386921 -8.708568 0.0 0.0 0.0
H 4.194800 0.292121 -9.123212 -0.1 0.0 0.0
Br 2.244449 -5.575631 8.791026 0.2 -0.1 0.2
C 2.183988 -4.153817 10.121155 -0.2 0.0 -0.2
C 3.055621 -2.991834 9.728099 0.2 0.1 0.2
Br 4.939466 -3.377530 10.027291 0.0 0.0 -0.1
H 2.468561 -4.598980 11.069076 0.1 0.0 0.0
H 1.140264 -3.848558 10.165167 0.0 0.0 0.0
H 2.838255 -2.126298 10.350177 -0.1 0.0 0.0
H 2.951060 -2.720143 8.682422 -0.1 0.0 0.0
```
Forces are in eV/Å.

Output
E_LUMO = 0.0012 hartree
Orbital gap = 9.358 eV
HOMO energy = -9.3244 eV
Electronic energy = -47860.17867 Ha
Total charge = 0